[1]
Molecular formula: C65H145N8O3
Method: DFT, wB97M-V/def2-TZVPD

Each line ends with the Mulliken charge.
Element x y z (Å)
O 5.7862 -15.2988 -18.6410  -0.4273
C 5.6417 -14.2882 -19.5332  0.6364
O 5.7369 -14.5996 -20.7349  -0.7581
O 5.5039 -13.0990 -19.1857  -0.7434
H 5.7484 -15.9510 -19.3444  0.2923
C 14.1541 -15.4874 -12.6257  -1.3438
C 12.7230 -15.4705 -12.2477  -0.3980
C 11.9596 -14.1525 -12.4321  -0.4917
N 10.5313 -13.9395 -11.8564  0.0992
C 10.2963 -14.4521 -10.3911  -1.0396
C 9.3911 -14.5635 -12.7320  -0.5807
C 9.1158 -13.4245 -13.9169  -0.5520
C 9.8723 -12.2302 -13.3852  -0.6100
C 10.2193 -12.4903 -11.8964  -0.7845
H 14.4318 -14.8136 -13.4363  0.3465
H 14.3049 -16.5094 -12.9733  0.3605
H 14.8056 -15.3092 -11.7703  0.3588
H 12.7286 -15.8531 -11.2271  0.3409
H 12.2565 -16.2871 -12.7987  0.3374
H 11.8190 -13.9428 -13.4925  0.3382
H 12.5383 -13.4165 -11.8740  0.2835
H 10.5121 -15.5170 -10.3031  0.3689
H 9.3650 -14.1187 -9.9335  0.4350
H 11.0753 -13.9647 -9.8048  0.4465
H 8.5416 -14.6458 -12.0540  0.3967
H 9.6704 -15.5605 -13.0730  0.3612
H 8.0744 -13.1612 -14.1019  0.3419
H 9.5003 -13.6698 -14.9069  0.2906
H 9.4043 -11.2554 -13.5227  0.4518
H 10.7243 -11.9816 -14.0180  0.3246
H 9.3697 -12.1422 -11.3089  0.4113
H 11.0219 -11.9540 -11.3902  0.5066
C 2.2613 -20.7840 -28.9400  -1.1476
C 3.0773 -19.5111 -28.4303  -0.5078
C 4.6604 -19.7825 -28.4862  -0.8758
N 5.6222 -18.7049 -27.9075  0.3168
C 5.4151 -18.7613 -26.3755  -1.0250
C 7.0692 -19.0247 -28.3097  -0.4807
C 7.3877 -17.8439 -29.3635  -0.5471
C 6.0523 -17.2316 -29.7339  -0.5618
C 5.3157 -17.3201 -28.4484  -0.6014
H 1.3059 -20.3274 -29.1988  0.3429
H 1.9222 -21.4614 -28.1562  0.3368
H 2.7959 -21.2974 -29.7392  0.3517
H 2.8059 -19.2129 -27.4176  0.2827
H 2.8637 -18.5798 -28.9549  0.3820
H 4.8362 -19.7877 -29.5620  0.5124
H 5.1318 -20.6465 -28.0179  0.4560
H 4.3650 -18.6027 -26.1302  0.3266
H 5.9170 -17.8932 -25.9483  0.4440
H 5.9478 -19.6506 -26.0386  0.3881
H 7.7814 -19.1280 -27.4910  0.3221
H 6.9977 -19.9780 -28.8333  0.2787
H 8.0003 -17.1031 -28.8497  0.3147
H 7.8903 -18.3007 -30.2160  0.3492
H 6.2349 -16.2011 -30.0385  0.3758
H 5.5259 -17.7658 -30.5248  0.2974
H 5.7014 -16.5345 -27.7987  0.4566
H 4.2375 -17.2233 -28.5754  0.2130
C 9.0983 -24.0033 -16.1436  -1.4550
C 10.0337 -23.3655 -17.1748  -0.1676
C 9.4618 -22.0445 -17.7330  -0.7782
N 10.3504 -21.4825 -18.8487  0.4476
C 11.7641 -21.3170 -18.2649  -1.2103
C 9.8428 -20.1638 -19.3547  -0.6545
C 9.9451 -20.2131 -20.8855  -0.5821
C 9.6616 -21.7291 -21.1599  -0.6236
C 10.4543 -22.4202 -20.0817  -0.5433
H 8.4838 -23.3157 -15.5626  0.3444
H 9.6076 -24.6927 -15.4702  0.3839
H 8.3674 -24.6595 -16.6162  0.3735
H 10.2492 -24.1585 -17.8910  0.2796
H 10.9323 -23.0727 -16.6319  0.3341
H 9.3173 -21.2977 -16.9523  0.5138
H 8.5646 -22.2487 -18.3173  0.3624
H 11.6676 -20.9546 -17.2414  0.3221
H 12.3844 -20.7196 -18.9330  0.3929
H 12.0423 -22.3707 -18.2407  0.5317
H 10.3592 -19.2839 -18.9710  0.3122
H 8.8084 -19.9000 -19.1345  0.3788
H 10.9186 -19.9889 -21.3217  0.3227
H 9.1928 -19.4992 -21.2207  0.3528
H 9.9964 -22.0069 -22.1593  0.4043
H 8.6472 -22.0582 -20.9345  0.3181
H 11.5165 -22.4211 -20.3263  0.3657
H 10.1665 -23.4619 -19.9391  0.2739
C -2.9329 -8.7337 -19.4707  -1.3535
C -2.8713 -9.7068 -18.1574  -0.1407
C -1.6408 -9.2277 -17.3191  -1.2721
N -1.1677 -10.0748 -16.1535  0.5765
C -2.2806 -10.1023 -15.0975  -1.0704
C 0.0470 -9.4221 -15.3708  -0.4754
C 1.2389 -10.1746 -15.6637  -0.4497
C 0.7224 -11.5492 -15.6373  -0.6994
C -0.6073 -11.4596 -16.4601  -0.6843
H -3.1338 -7.7134 -19.1441  0.3737
H -3.8327 -8.9480 -20.0474  0.4062
H -2.0899 -8.8208 -20.1562  0.3443
H -2.6769 -10.6766 -18.6155  0.2714
H -3.7563 -9.5731 -17.5353  0.3939
H -1.7973 -8.2222 -16.9284  0.5592
H -0.7897 -8.9993 -17.9606  0.4670
H -2.6546 -9.0854 -14.9789  0.3914
H -2.0139 -10.5888 -14.1592  0.4026
H -3.1437 -10.5474 -15.5926  0.3960
H -0.0736 -9.3729 -14.2886  0.3362
H 0.1985 -8.4350 -15.8076  0.2283
H 2.0474 -10.0021 -14.9533  0.3542
H 1.5682 -9.9560 -16.6795  0.2619
H 0.4374 -11.9061 -14.6476  0.3193
H 1.4260 -12.3329 -15.9182  0.4031
H -1.2547 -12.3063 -16.2318  0.3264
H -0.2694 -11.5658 -17.4910  0.3343
C 5.0429 -23.2369 -9.7328  -1.5255
C 4.4456 -21.9314 -10.0504  -0.1298
C 3.4646 -21.8271 -11.1258  -0.7511
N 3.2124 -20.3550 -11.6404  0.1199
C 2.6961 -19.5470 -10.4446  -1.0744
C 4.4046 -19.6191 -12.1781  -0.6318
C 3.8675 -18.6940 -13.1833  -0.4440
C 2.3600 -19.0345 -13.2980  -0.8877
C 2.1705 -20.3311 -12.7514  -0.4099
H 5.4442 -23.2040 -8.7198  0.3779
H 5.7356 -23.4755 -10.5398  0.3646
H 4.3070 -24.0409 -9.7221  0.3696
H 5.3146 -21.2742 -10.0831  0.2696
H 3.9223 -21.6098 -9.1500  0.3486
H 2.5103 -22.3094 -10.9142  0.4506
H 3.8017 -22.4123 -11.9814  0.3660
H 2.5821 -18.5118 -10.7662  0.4345
H 3.4331 -19.5223 -9.6420  0.4102
H 1.8343 -20.1323 -10.1237  0.3640
H 4.8619 -19.0397 -11.3761  0.2871
H 4.9802 -20.4896 -12.4928  0.4615
H 4.0427 -17.6499 -12.9241  0.3404
H 4.4873 -18.9432 -14.0446  0.3045
H 1.6472 -18.3077 -12.9086  0.3050
H 2.1469 -19.0166 -14.3669  0.4111
H 1.2245 -20.6615 -12.3225  0.4798
H 2.5216 -21.0385 -13.5026  0.3892
C 11.5313 -9.7866 -19.1535  -1.3775
C 12.8509 -9.0775 -18.8215  -0.3188
C 12.8505 -7.8039 -17.8672  -0.7144
N 14.3157 -7.6247 -17.1461  0.3140
C 15.4161 -7.5780 -18.2072  -1.1765
C 14.7131 -8.7305 -16.1941  -0.5294
C 14.2835 -8.1898 -14.8351  -0.6615
C 14.7260 -6.6868 -14.9075  -0.6767
C 14.2857 -6.3155 -16.3395  -0.4803
H 10.8669 -9.6257 -18.3045  0.3639
H 11.5764 -10.8562 -19.3586  0.3503
H 10.9641 -9.2130 -19.8866  0.3535
H 13.3233 -8.7566 -19.7499  0.3708
H 13.4515 -9.8407 -18.3267  0.2707
H 12.3116 -7.9639 -16.9333  0.4053
H 12.5055 -6.8913 -18.3533  0.4598
H 15.5221 -8.5613 -18.6655  0.4341
H 16.3855 -7.3781 -17.7507  0.4789
H 15.1566 -6.9456 -19.0562  0.3809
H 15.8022 -8.7696 -16.2167  0.4152
H 14.2175 -9.6921 -16.3278  0.1989
H 14.8227 -8.6874 -14.0291  0.4337
H 13.2238 -8.4269 -14.7403  0.3045
H 15.7670 -6.4545 -14.6832  0.3685
H 14.2934 -6.0284 -14.1541  0.3630
H 14.9933 -5.5715 -16.7054  0.3290
H 13.3073 -5.8478 -16.4495  0.3405
C 10.0847 -11.7866 -25.4063  -1.3359
C 11.4365 -11.6973 -26.2202  -0.3861
C 12.3589 -10.7632 -25.4433  -0.7495
N 13.8247 -10.5812 -25.9677  0.3332
C 13.7661 -9.5674 -27.0769  -0.9200
C 14.8351 -10.0978 -24.9081  -0.7636
C 15.3454 -11.3092 -24.0998  -0.5440
C 15.5365 -12.2452 -25.2764  -0.6598
C 14.5854 -11.8874 -26.4204  -0.3256
H 10.2529 -12.6069 -24.7085  0.3528
H 9.3031 -12.0607 -26.1148  0.3573
H 9.7685 -10.8566 -24.9338  0.3629
H 11.2433 -11.4866 -27.2720  0.4182
H 11.7502 -12.7297 -26.3747  0.3477
H 12.3751 -11.1502 -24.4244  0.3049
H 11.8856 -9.7845 -25.3650  0.3678
H 12.8943 -9.5394 -27.7305  0.2948
H 14.7397 -9.7143 -27.5446  0.4322
H 13.8377 -8.6020 -26.5759  0.4026
H 15.7006 -9.7273 -25.4573  0.4778
H 14.4304 -9.3160 -24.2654  0.3728
H 16.2877 -11.1224 -23.5849  0.3937
H 14.5919 -11.7032 -23.4178  0.2673
H 16.5542 -11.9993 -25.5797  0.3198
H 15.6878 -13.3139 -25.1248  0.4397
H 15.0238 -11.7308 -27.4060  0.3614
H 13.7717 -12.6109 -26.4709  0.0775
C -1.5631 -10.1007 -26.9365  -1.3697
C -0.3925 -10.4183 -26.0865  -0.1913
C -0.0709 -11.9869 -25.9092  -0.7019
N 1.1054 -12.2931 -24.8720  0.1279
C 2.4324 -11.6522 -25.3168  -1.1478
C 1.2586 -13.8770 -24.8604  -0.4771
C 0.1123 -14.3245 -23.9290  -0.7829
C 0.1376 -13.3241 -22.8049  -0.3662
C 0.8186 -12.0842 -23.3538  -0.7070
H -1.3050 -9.8200 -27.9577  0.3456
H -2.0846 -9.2049 -26.5993  0.3585
H -2.3477 -10.8568 -26.9647  0.3626
H -0.6194 -9.8899 -25.1605  0.2702
H 0.5308 -9.9114 -26.3672  0.3697
H 0.2095 -12.4635 -26.8485  0.3187
H -0.9009 -12.5903 -25.5417  0.3764
H 3.2115 -12.1326 -24.7249  0.5092
H 2.4329 -10.5830 -25.1049  0.4296
H 2.6244 -11.7984 -26.3798  0.3291
H 2.2753 -14.0493 -24.5071  0.4860
H 1.0682 -14.2327 -25.8730  0.3328
H 0.3965 -15.3232 -23.5973  0.4145
H -0.8432 -14.4346 -24.4418  0.3317
H 0.7511 -13.6037 -21.9484  0.3042
H -0.8387 -13.1141 -22.3680  0.3446
H 1.7067 -11.6545 -22.8904  0.4505
H 0.1823 -11.2014 -23.4157  0.2814

Results
Kohn-Sham gap	0.218	hartree
HOMO energy	-0.5766	Eh
charge	+7

[2]
Molecular formula: C9H8AuF5O5S2
Method: DFT, wB97M-V/def2-TZVPD

Each line ends with the Mulliken charge.
Element x y z (Å)
Au -0.8442 0.3201 0.1458  0.9579
O -2.8621 -2.2066 -1.4316  -0.6102
S -3.0690 -0.8894 -0.8666  1.3424
O -4.4569 -0.5020 -0.8981  -0.5881
O -2.1840 0.1516 -1.5415  -0.6459
O -2.4955 -0.8332 0.5488  -0.6086
C 2.6453 -3.1229 0.8000  -1.0454
S 2.2656 -1.3457 0.5044  0.4393
O 0.7980 -1.3755 0.2351  -0.6018
C 2.3631 -0.7852 2.2226  0.4314
C 3.4609 -0.0594 2.6575  -0.5134
C 3.4492 0.4583 3.9423  -0.5153
C 2.3533 0.2386 4.7658  -0.4194
C 1.2685 -0.5012 4.3216  -0.7164
C 1.2656 -1.0133 3.0379  -0.3356
H 1.9869 -3.5077 1.5697  0.3289
H 3.6851 -3.1926 1.0994  0.4055
H 2.4866 -3.6673 -0.1242  0.3989
H 4.2906 0.1066 1.9861  0.4120
H 4.2792 1.0542 4.2931  0.4001
H 2.3308 0.6794 5.7513  0.4057
H 0.4162 -0.6562 4.9648  0.4050
H 0.4124 -1.5537 2.6526  0.5601
F 1.8728 1.3195 -0.0504  -0.2057
C 0.5979 1.8312 0.0740  0.6157
F 0.4669 2.6808 -0.9740  -0.2566
C 0.6134 2.6805 1.3553  0.5624
F 0.6733 1.8884 2.4403  -0.1139
F 1.6638 3.4973 1.4362  -0.2577
F -0.4879 3.4140 1.4673  -0.2315

Results
Kohn-Sham gap (spin up / spin down)	0.214 / 0.213	hartree
HOMO energy (spin up / spin down)	-0.3629 / -0.3619	Eh
charge	0